Record 1
Computed, not measured: C27H73Ca2N3O15S as an isolated structure in a non-equilibrium geometry, with wB97M-V/def2-TZVPD.

Output
LUMO energy, eV: -4.93
Net charge: +2
Maximum force, eV Å⁻¹: 3.2
E, Ha: -4118.48022
Orbital gap, Eh: 0.2605

Positions of all 121 atoms, in Å:
Ca: -0.865429 -3.105555 -0.040270
Ca: 2.524369 1.423165 -1.411506
S: 0.686058 -0.809596 -0.773714
O: 1.232852 -0.360715 -2.039826
O: -0.739960 -0.934609 -0.763405
O: 1.109664 -2.144876 -0.413607
O: 1.238491 0.237301 0.120565
C: -1.932183 -1.718582 3.120218
O: -0.983296 -1.995604 2.042239
H: -1.991528 -0.698872 3.500693
H: -2.881105 -1.945439 2.634233
H: -1.798869 -2.380222 3.976119
H: -0.114166 -1.634405 2.231303
C: -2.022161 0.812737 -3.358151
O: -1.586885 1.153557 -2.033659
H: -2.996276 0.329128 -3.285321
H: -2.293199 1.728601 -3.883360
H: -1.335471 0.216394 -3.958931
H: -1.366801 0.345293 -1.564751
C: 0.073510 4.025571 -2.057680
O: 0.500016 2.707271 -1.780572
H: 0.904654 4.726842 -2.131914
H: -0.467847 4.097175 -3.001031
H: -0.530730 4.291697 -1.190405
H: -0.285529 2.160494 -1.855099
C: -3.129499 6.649149 7.532462
O: -3.583867 5.354611 7.171757
C: -3.956708 5.349986 5.821022
C: -4.503583 3.952255 5.429663
N: -4.567901 3.912430 3.971870
C: -5.262713 2.728845 3.497692
C: -4.550404 2.185294 2.258024
O: -3.124796 2.025190 2.394119
C: -2.452973 1.643947 1.156948
H: -2.705382 6.568061 8.533286
H: -4.013314 7.280224 7.625864
H: -2.422689 6.973680 6.768777
H: -3.103010 5.626211 5.202146
H: -4.649009 6.176884 5.662716
H: -5.443473 3.683474 5.911816
H: -3.844735 3.152389 5.767652
H: -3.607374 3.784243 3.687178
H: -6.296523 2.970046 3.250425
H: -5.315110 1.855021 4.147142
H: -4.837233 2.833775 1.430193
H: -4.933049 1.199443 1.993828
H: -2.761335 0.724543 0.659245
H: -1.421177 1.435145 1.439622
H: -2.311348 2.420220 0.404993
C: 1.827652 -4.759818 0.956507
O: 0.751294 -4.741103 -0.042753
C: 1.095850 -5.131923 -1.364176
C: -0.164781 -5.117920 -2.151011
N: -0.785122 -3.786307 -2.241727
C: -2.191231 -3.936013 -2.712229
C: -3.012665 -2.670112 -2.460269
O: -3.102090 -2.551775 -1.010417
C: -4.006595 -1.518230 -0.663870
H: 1.983230 -3.719669 1.242837
H: 2.796034 -5.096878 0.586765
H: 1.624513 -5.285899 1.889279
H: 1.464266 -6.156274 -1.419536
H: 1.773983 -4.402509 -1.807098
H: -0.891487 -5.807592 -1.721657
H: 0.059547 -5.548995 -3.126688
H: -0.317081 -3.259199 -2.965045
H: -2.726417 -4.748805 -2.221267
H: -2.254771 -4.110563 -3.786288
H: -4.041903 -2.750098 -2.810065
H: -2.526176 -1.795256 -2.891615
H: -4.007027 -1.408061 0.420548
H: -5.000927 -1.754088 -1.043026
H: -3.653219 -0.549116 -1.016069
C: 3.548166 3.452218 1.117901
O: 3.506669 2.168483 0.514417
C: 4.626237 1.366545 0.951882
C: 4.514810 0.048622 0.374335
N: 4.423451 -0.017249 -1.116015
C: 4.225815 -1.455592 -1.545751
C: 4.104297 -1.526215 -3.105474
O: 5.389788 -1.208663 -3.639813
C: 5.421306 -0.986690 -5.044513
H: 3.288328 3.364072 2.172807
H: 2.792051 4.051520 0.610726
H: 4.479358 4.001741 0.980057
H: 4.619317 1.291049 2.039248
H: 5.599706 1.777200 0.683900
H: 3.735934 -0.579690 0.806380
H: 5.411194 -0.502701 0.658293
H: 5.352871 0.135243 -1.480735
H: 3.321217 -1.881878 -1.112069
H: 5.048193 -2.054469 -1.154405
H: 3.319001 -0.846263 -3.435735
H: 3.802875 -2.529381 -3.406952
H: 6.414941 -0.710826 -5.397584
H: 4.872691 -0.063568 -5.231540
H: 5.030560 -1.852859 -5.578516
C: 1.285394 -0.333142 -5.515229
C: 0.434065 -1.601118 -5.214361
C: 0.711855 -2.664812 -6.243882
O: 0.759128 -2.069799 -3.947410
H: 1.097559 0.036159 -6.523403
H: 2.360870 -0.510327 -5.508669
H: 1.019745 0.447619 -4.802532
H: -0.611713 -1.314457 -5.103556
H: 0.061080 -3.539038 -6.225822
H: 1.698449 -3.110807 -6.118055
H: 0.801508 -2.307861 -7.269870
H: 0.909318 -1.294782 -3.401163
C: 0.736375 1.221660 3.427176
C: 1.759474 0.115138 3.471312
C: 1.762877 -0.614011 4.828374
O: 1.530106 -0.779622 2.443916
H: 0.792942 1.912844 4.268111
H: -0.282558 0.836727 3.385769
H: 0.842248 1.821583 2.523305
H: 2.733869 0.561726 3.273344
H: 1.789477 0.093328 5.657258
H: 2.570648 -1.339305 4.926093
H: 0.799594 -1.108547 4.953371
H: 1.613066 -0.305420 1.613345

Cartesian forces (eV/Å) of the 2 atoms listed first:
-1.13 0.11 1.20
-1.00 0.44 -0.23

=====

Record 2
Computed, not measured: a 15-piece molecular cluster, C27H74BO22 overall in a non-equilibrium geometry, with wB97M-V/def2-TZVPD.

Output
Energy relative to the best compared isomer or geometry (same formula, charge and spin), kJ/mol: 452.84
LUMO energy, eV: 2.01
Net charge: -1
Maximum force, eV Å⁻¹: 5.2
E, Ha: -2753.34694
Orbital gap, Eh: 0.3563

Positions of all 124 atoms, in Å:
O: 3.154110 0.766703 -3.060832
C: 2.399370 0.974893 -2.083522
O: 1.457490 0.162593 -1.639122
B: 0.843690 0.704873 -0.437692
O: 1.625180 1.939563 -0.159612
C: 2.492150 2.156533 -1.129292
O: 3.283610 3.084153 -1.249052
O: 0.927470 -0.292177 0.675258
C: -0.193760 -0.582327 1.127088
O: -0.504060 -1.424437 1.966658
C: -1.235350 0.283213 0.334468
O: -0.597550 0.907953 -0.616872
O: -2.460980 0.290603 0.459508
C: 4.853910 7.346513 -0.430332
O: 5.787670 6.982773 -1.405372
H: 3.882360 6.891103 -0.622142
H: 5.285110 7.080243 0.534688
H: 4.717600 8.427793 -0.411722
H: 5.746890 6.045103 -1.607112
C: 0.207810 -5.796877 0.570008
O: 0.433700 -5.576347 1.997268
H: 0.080290 -6.878587 0.528358
H: -0.679240 -5.280327 0.203378
H: 1.036660 -5.396427 -0.013722
H: 0.028070 -4.718567 2.143178
C: 0.991660 -4.295317 6.354178
O: 1.157210 -5.653977 5.984668
H: 0.027360 -3.998827 5.941478
H: 0.960380 -4.134387 7.431778
H: 1.823200 -3.734877 5.926938
H: 1.169850 -5.636447 5.024908
C: 5.181680 -2.999267 0.996958
C: 6.568350 -3.311357 0.420008
O: 6.838040 -4.656027 0.464808
H: 5.124720 -3.204947 2.065868
H: 4.418850 -3.539867 0.436648
H: 4.974890 -1.951387 0.779508
H: 7.341050 -2.839957 1.027308
H: 6.769630 -3.004197 -0.606272
H: 7.788720 -4.721727 0.348708
C: -2.148310 1.191483 6.210908
C: -3.303950 0.211183 6.529628
O: -4.541820 0.838263 6.307998
H: -1.192900 0.719263 6.439588
H: -2.244280 2.102773 6.801188
H: -2.226820 1.511533 5.171908
H: -3.316010 -0.158737 7.554868
H: -3.084310 -0.707157 5.985098
H: -4.889830 1.044163 7.178678
C: -6.447000 4.823883 -1.709182
C: -6.501490 3.348773 -1.883602
O: -7.355570 2.805863 -0.887912
H: -5.952840 5.326583 -2.540562
H: -6.057050 5.106083 -0.731222
H: -7.497010 5.116383 -1.703672
H: -5.524850 2.892863 -1.721082
H: -6.978830 3.086893 -2.827892
H: -6.786630 2.511283 -0.172982
C: -0.896610 6.205413 0.913728
C: -0.076890 5.743433 2.144428
O: -0.584750 6.417333 3.323088
H: -0.968730 7.292993 0.905468
H: -1.913800 5.815303 0.948908
H: -0.596130 5.883983 -0.083512
H: 0.979910 5.994743 2.054268
H: -0.066010 4.676123 2.365368
H: -1.542540 6.353023 3.333368
C: -4.010060 -5.815007 3.601358
C: -3.499130 -6.835227 4.633648
O: -4.546410 -7.240067 5.443218
H: -4.656900 -5.073657 4.070508
H: -4.479240 -6.200157 2.696028
H: -3.098250 -5.325797 3.258748
H: -2.722720 -6.459517 5.300078
H: -3.066720 -7.644447 4.045198
H: -5.103690 -7.942577 5.100388
C: -1.281950 3.600743 -4.688892
C: -0.709310 4.938083 -5.114972
O: -1.724700 5.881403 -5.330352
H: -1.349230 3.642393 -3.601772
H: -0.715270 2.739033 -5.041612
H: -2.289530 3.507523 -5.094132
H: -0.186660 4.791373 -6.060172
H: 0.063690 5.283933 -4.428712
H: -1.199150 6.658283 -5.534942
C: 5.153330 3.564423 3.215938
C: 6.097130 2.868573 2.244908
O: 7.090110 2.180413 2.950688
H: 4.334560 4.074813 2.708758
H: 5.566840 4.317233 3.887048
H: 4.693830 2.893243 3.941518
H: 6.472850 3.530053 1.464278
H: 5.484400 2.155063 1.693918
H: 7.792900 1.951603 2.338048
C: -7.589940 -2.269567 0.855018
C: -7.384850 -2.016967 -0.650032
O: -8.511880 -1.319567 -1.151282
H: -8.515500 -2.750117 1.172038
H: -7.466450 -1.323877 1.382768
H: -6.836090 -2.946417 1.257128
H: -7.303730 -2.930387 -1.239272
H: -6.470900 -1.462867 -0.863922
H: -8.505730 -0.390927 -0.908012
C: 5.680230 -1.855107 -7.758292
C: 5.228090 -2.167147 -9.155872
O: 5.542720 -3.534937 -9.379892
H: 6.752370 -1.983747 -7.609752
H: 5.082630 -2.475697 -7.090572
H: 5.392680 -0.824367 -7.550942
H: 5.792510 -1.660327 -9.938592
H: 4.143570 -2.083087 -9.225472
H: 5.613560 -3.703227 -10.322372
C: 1.971950 -4.064387 -4.308592
C: 1.373490 -3.468537 -5.560362
O: 1.362080 -4.455467 -6.534562
H: 2.962040 -4.512777 -4.390802
H: 1.398630 -4.917417 -3.945612
H: 1.929830 -3.297867 -3.534782
H: 1.769410 -2.541637 -5.975352
H: 0.327240 -3.253087 -5.343422
H: 1.081110 -4.039917 -7.353072
O: -4.994900 2.245083 2.946928
H: -5.236480 1.928163 3.817238
H: -4.691140 1.464783 2.483148

Cartesian forces (eV/Å) of the 2 atoms listed first:
-2.56 0.70 2.98
2.46 -1.28 -3.09

=====

Record 3
Computed, not measured: a 11-piece molecular cluster, C27H74F6O24PS10 overall in a non-equilibrium geometry, with wB97M-V/def2-TZVPD.

Output
Energy relative to the best compared isomer or geometry (same formula, charge and spin), kJ/mol: 709.94
LUMO energy, eV: 1.14
Net charge: -1
Maximum force, eV Å⁻¹: 4.3
E, Ha: -7801.26870
Orbital gap, Eh: 0.3126

Positions of all 142 atoms, in Å:
P: -0.330542 0.050194 0.011606
F: 0.078875 -1.205397 -0.878918
F: 0.151018 1.006255 -1.277944
F: -1.884187 0.070902 -0.528096
F: -0.679919 1.328974 0.930605
F: -0.853241 -0.866231 1.215908
F: 1.192976 0.034461 0.611750
O: -7.723909 -7.214529 4.274755
S: -6.389290 -7.762600 4.515640
O: -6.011117 -9.139207 4.230097
O: -5.317755 -6.677874 3.813674
C: -4.016119 -7.083509 3.594451
C: -3.007328 -5.995056 3.886738
C: -5.937658 -7.330762 6.259834
H: -3.873626 -7.460571 2.581721
H: -3.768279 -7.867170 4.310393
H: -3.203158 -5.493325 4.834367
H: -3.044774 -5.296828 3.050569
H: -2.018688 -6.452785 3.921111
H: -6.238495 -6.288806 6.369026
H: -4.848392 -7.370143 6.266995
H: -6.448352 -8.028098 6.923908
O: -1.312371 0.204354 -10.998302
S: -1.542824 1.337818 -10.081786
O: -2.804133 2.046724 -10.147070
O: -1.501049 0.705067 -8.555910
C: -0.753091 -0.487421 -8.405061
C: -0.446105 -0.686730 -6.884625
C: -0.168996 2.473644 -9.982931
H: 0.176863 -0.535669 -8.971604
H: -1.407826 -1.259705 -8.808787
H: -1.344083 -1.015594 -6.361581
H: -0.245937 0.303657 -6.475757
H: 0.302956 -1.427952 -6.606045
H: -0.332616 2.966209 -9.024441
H: -0.299965 3.102487 -10.863550
H: 0.745506 1.881730 -9.945252
O: -5.640068 -7.127805 -1.735087
S: -6.137968 -5.984990 -2.458898
O: -5.854149 -5.725361 -3.898501
O: -7.796217 -5.954934 -2.328738
C: -8.237892 -6.103409 -0.976717
C: -9.687575 -6.481385 -0.869971
C: -5.628343 -4.478230 -1.565567
H: -8.087421 -5.181100 -0.415655
H: -7.675746 -6.839765 -0.402363
H: -10.271016 -5.578065 -1.048066
H: -9.852910 -6.809292 0.156304
H: -9.991130 -7.308040 -1.512312
H: -5.908700 -4.515984 -0.512910
H: -6.216608 -3.829923 -2.214993
H: -4.557237 -4.479876 -1.767576
O: 8.172382 5.591533 -8.196058
S: 7.621374 4.259222 -8.199690
O: 8.348965 3.160756 -7.593409
O: 6.006702 4.307755 -7.773452
C: 5.532615 3.552726 -6.637353
C: 4.042183 3.816024 -6.535849
C: 7.216461 3.847135 -9.969151
H: 6.024299 3.919647 -5.736392
H: 5.661836 2.470449 -6.646172
H: 3.775222 4.768770 -6.993118
H: 3.560973 3.669325 -5.568876
H: 3.479761 3.148991 -7.189185
H: 6.837911 2.829550 -10.065724
H: 8.146741 3.972481 -10.523198
H: 6.502138 4.584952 -10.334506
O: 0.312903 5.998034 3.127424
S: 1.338644 7.028008 2.981490
O: 2.028516 7.519587 4.193538
O: 2.439254 6.664820 1.759215
C: 2.347204 5.411989 1.164332
C: 3.577126 4.966406 0.428968
C: 0.438720 8.467252 2.214857
H: 1.445318 5.314538 0.560007
H: 2.304457 4.712996 1.999598
H: 3.312282 4.113226 -0.195570
H: 4.345254 4.526345 1.064911
H: 4.063846 5.788082 -0.096427
H: 0.120443 8.065847 1.252736
H: 1.160529 9.241498 1.954813
H: -0.443883 8.755740 2.785720
O: 8.010488 -2.215745 -0.325511
S: 7.928587 -1.289097 -1.496713
O: 8.105660 0.148134 -1.356388
O: 9.042928 -1.711116 -2.554859
C: 9.093654 -1.062316 -3.832520
C: 10.409911 -1.223760 -4.392951
C: 6.380730 -1.624918 -2.428355
H: 8.860894 -0.004725 -3.708327
H: 8.337886 -1.595340 -4.409417
H: 10.716424 -0.522753 -5.169309
H: 10.532003 -2.235597 -4.779439
H: 11.097098 -1.095219 -3.556672
H: 5.634439 -1.669399 -1.635153
H: 6.509723 -2.553083 -2.985112
H: 6.045194 -0.864827 -3.133886
O: -4.274768 -1.348702 7.060923
S: -5.590093 -0.848620 6.559206
O: -6.771065 -1.662250 6.383697
O: -6.115749 0.396211 7.417038
C: -5.660695 0.508555 8.693773
C: -6.313016 -0.428708 9.623386
C: -5.180191 -0.015724 4.930862
H: -5.914264 1.497960 9.074393
H: -4.572440 0.569527 8.684579
H: -6.037393 -0.276960 10.666987
H: -6.064088 -1.437461 9.293910
H: -7.390454 -0.275057 9.563309
H: -4.716261 -0.848125 4.401729
H: -4.366034 0.685963 5.112179
H: -5.979844 0.489583 4.389283
C: 0.962744 1.848240 6.377212
S: 1.042675 1.415543 8.184278
O: 2.502797 1.045734 8.443619
C: 0.866568 3.081129 8.873278
H: 1.941398 2.260073 6.130750
H: 0.080991 2.420620 6.089134
H: 0.917761 0.814631 6.034099
H: 1.661159 3.801041 8.677211
H: 0.690142 3.159478 9.946040
H: 0.004517 3.507602 8.360367
C: 4.764909 -2.730103 5.501458
S: 4.500542 -3.808119 6.934588
O: 4.739332 -5.194176 6.399318
C: 6.040487 -3.389280 7.834689
H: 5.687443 -3.059668 5.023521
H: 4.934365 -1.670132 5.690814
H: 3.956166 -2.903764 4.791611
H: 6.157070 -2.316053 7.985299
H: 6.773816 -3.927222 7.233893
H: 5.871004 -3.924347 8.769071
C: -3.318605 5.770665 -1.806382
S: -3.235788 6.881360 -3.266619
O: -2.179091 7.925107 -2.886757
C: -2.663689 5.701747 -4.574893
H: -4.327876 5.359275 -1.790739
H: -3.145252 6.289825 -0.863770
H: -2.533285 5.050765 -2.036846
H: -2.344086 6.320747 -5.413224
H: -3.418257 4.989591 -4.908885
H: -1.760788 5.151221 -4.310696

Cartesian forces (eV/Å) of the 2 atoms listed first:
0.05 0.92 -0.28
-0.55 -0.77 -0.29